## A
# C3H8O3S

A cluster of 2 separate species, C3H8O3S in total (ωB97M-V/def2-TZVPD, the Open Molecules 2025 dataset).

ORCA input file:
```
! wB97M-V def2-TZVPD RIJCOSX def2/J DEFGRID3
* xyz 0 1
O -0.599 -0.201 -2.797
C -0.685 -0.024 -1.622
O -1.880 0.054 -0.955
C 0.589 0.046 -0.784
C 0.793 -1.032 0.310
S 2.275 -0.887 1.490
H -2.449 0.410 -1.663
H 0.792 1.040 -0.433
H 1.451 -0.151 -1.351
H -0.193 -1.123 0.778
H 0.942 -2.019 -0.195
H 1.642 -0.073 2.411
O -0.781 1.222 1.953
H -0.597 0.812 1.151
H -1.300 1.925 1.709
*
```

HOMO-LUMO gap ... 9.9 eV
LUMO level ... 0.42 eV
Highest occupied orbital energy ... -0.3481 Eh

=====

## B
# C3H8O3S

A cluster of 2 separate species, C3H8O3S in total (ωB97M-V/def2-TZVPD, the Open Molecules 2025 dataset).

ORCA input file:
```
! wB97M-V def2-TZVPD RIJCOSX def2/J DEFGRID3
* xyz 0 1
O 1.443 0.865 2.620
C 0.460 0.625 1.955
O -0.756 0.631 2.538
C 0.504 0.244 0.520
C -0.563 0.923 -0.344
S -0.702 0.231 -2.017
H -0.556 0.991 3.414
H 0.430 -0.835 0.353
H 1.528 0.426 0.191
H -1.521 0.755 0.140
H -0.351 1.986 -0.435
H -1.390 -0.876 -1.611
O 0.480 -2.931 -2.320
H 1.400 -3.089 -2.499
H 0.196 -2.496 -3.105
*
```

HOMO-LUMO gap ... 9.9 eV
LUMO level ... 0.61 eV
Highest occupied orbital energy ... -0.3396 Eh

=====

Short version: A is the least stable of them.

=====

## A
# C3H10NOP

An isolated molecule of C3H10NOP (ωB97M-V/def2-TZVPD, the Open Molecules 2025 dataset).

ORCA input file:
```
! wB97M-V def2-TZVPD RIJCOSX def2/J DEFGRID3
* xyz 0 1
C 1.901 0.945 -0.420
C 0.916 -0.150 0.099
O 1.516 -1.635 0.054
P -0.831 -0.378 -0.678
C -1.897 0.987 0.157
N -1.406 -1.521 0.388
H 2.470 0.591 -1.359
H 1.282 1.864 -0.576
H 2.598 1.036 0.502
H 0.802 -0.043 1.132
H 2.014 -1.627 -0.833
H -1.876 1.130 1.251
H -2.969 0.916 -0.240
H -1.667 2.016 -0.096
H -0.663 -2.166 0.486
H -2.191 -1.964 0.133
*
```

HOMO-LUMO gap ... 9.1 eV
LUMO level ... 1.02 eV
Highest occupied orbital energy ... -0.2966 Eh

=====

## B
# C3H10NOP

A cluster of 2 separate species, C3H10NOP in total (ωB97M-V/def2-TZVPD, the Open Molecules 2025 dataset).

ORCA input file:
```
! wB97M-V def2-TZVPD RIJCOSX def2/J DEFGRID3
* xyz 0 1
C -1.683 -1.295 1.018
N -1.313 -0.583 -0.174
C -0.398 -1.250 -1.063
P -1.898 0.929 -0.565
O -2.793 1.372 0.496
H -2.303 -2.162 0.774
H -0.796 -1.634 1.558
H -2.254 -0.618 1.654
H -0.275 -0.642 -1.956
H 0.577 -1.381 -0.585
H -0.783 -2.233 -1.347
C 2.783 1.901 0.037
H 2.471 2.050 -0.988
H 1.992 2.213 0.706
H 3.676 2.481 0.234
H 2.998 0.852 0.200
*
```

HOMO-LUMO gap ... 10.3 eV
LUMO level ... 0.50 eV
Highest occupied orbital energy ... -0.3601 Eh

=====

Short version: A is the least stable of them.

=====

## A
# C8H14N3

A cluster of 2 separate species, C8H14N3 in total (ωB97M-V/def2-TZVPD, the Open Molecules 2025 dataset).

ORCA input file:
```
! wB97M-V def2-TZVPD RIJCOSX def2/J DEFGRID3
* xyz 1 1
C -0.782 0.962 -1.865
C -0.213 3.404 -1.022
C -0.500 2.186 -1.449
C -0.599 -0.418 0.594
C -0.121 3.593 0.505
C 2.596 -1.549 -0.779
C -2.130 -2.230 0.974
C 1.810 -1.197 0.498
N -1.006 -0.070 -2.419
N 0.337 -1.343 0.276
N -1.837 -0.793 0.785
H -0.356 4.146 -1.742
H 0.872 3.655 0.696
H -0.679 4.516 0.717
H -0.633 2.716 0.928
H 2.195 -1.015 -1.591
H 3.664 -1.270 -0.537
H 2.498 -2.633 -0.905
H -2.497 -2.586 0.021
H -2.822 -2.596 1.722
H -1.258 -2.836 1.206
H 1.945 -1.874 1.355
H 2.162 -0.335 0.948
H -0.029 -2.274 0.135
H -2.618 -0.158 0.950
*
```

HOMO-LUMO gap (alpha / beta) ... 5.5 / 8.9 eV
LUMO level (alpha / beta) ... -6.60 / -4.53 eV
Highest occupied orbital energy (alpha / beta) ... -0.4439 / -0.4929 Eh

=====

## B
# C8H14N3

The ion C8H14N3 with charge +1 (ωB97M-V/def2-TZVPD, the Open Molecules 2025 dataset).

ORCA input file:
```
! wB97M-V def2-TZVPD RIJCOSX def2/J DEFGRID3
* xyz 1 1
C -1.803 0.202 -1.722
C -0.631 1.009 -1.267
C 0.167 1.453 -2.465
C 0.244 0.040 -0.212
N 1.019 -0.957 -0.698
C 1.644 -1.828 0.128
C 1.517 -1.774 1.458
C 0.693 -0.853 2.035
N 0.276 -0.781 3.326
C 0.091 0.122 1.161
N -0.540 1.175 1.795
H -2.400 -0.113 -0.785
H -1.673 -0.783 -2.257
H -2.350 0.833 -2.331
H -0.982 1.934 -0.895
H 0.740 2.398 -2.358
H -0.668 1.679 -3.279
H 0.813 0.734 -2.952
H 1.158 -0.794 -1.674
H 2.100 -2.681 -0.472
H 2.002 -2.507 2.165
H 0.430 -1.540 3.922
H -0.634 -0.386 3.353
H -0.651 1.372 2.744
H -0.564 2.049 1.279
*
```

HOMO-LUMO gap ... 8.9 eV
LUMO level ... -3.45 eV
Highest occupied orbital energy ... -0.4533 Eh

=====

Short version: A is the least stable of them.

=====

## A
# C2H4O4

An isolated molecule of C2H4O4 (ωB97M-V/def2-TZVPD, the Open Molecules 2025 dataset).

ORCA input file:
```
! wB97M-V def2-TZVPD RIJCOSX def2/J DEFGRID3
* xyz 0 1
O 1.383 -1.026 2.043
O 1.221 -0.733 0.525
C 0.020 -0.507 0.175
O -0.643 0.717 0.416
C -0.237 0.650 -0.928
O -1.258 0.562 -1.801
H 1.992 -0.271 2.375
H -0.780 -1.295 -0.101
H 0.540 1.355 -1.229
H -2.239 0.548 -1.474
*
```

HOMO-LUMO gap ... 9.9 eV
LUMO level ... 0.28 eV
Highest occupied orbital energy ... -0.3525 Eh

=====

## B
# C2H4O4

A cluster of 2 separate species, C2H4O4 in total (ωB97M-V/def2-TZVPD, the Open Molecules 2025 dataset).

ORCA input file:
```
! wB97M-V def2-TZVPD RIJCOSX def2/J DEFGRID3
* xyz 0 1
O -0.261 -3.271 -0.004
C -0.312 -2.306 -0.721
O -1.336 -1.440 -0.556
H 0.552 -2.205 -1.390
H -1.170 -0.645 -1.083
O 0.997 2.241 1.956
C 0.842 1.739 0.882
O -0.150 2.102 0.035
H 1.460 0.948 0.463
H -0.623 2.838 0.418
*
```

HOMO-LUMO gap ... 11.2 eV
LUMO level ... 0.38 eV
Highest occupied orbital energy ... -0.3967 Eh

=====

Short version: A is the least stable of them.

=====

## A
# C20H23NO5

An isolated molecule of C20H23NO5 (ωB97M-V/def2-TZVPD, the Open Molecules 2025 dataset).

ORCA input file:
```
! wB97M-V def2-TZVPD RIJCOSX def2/J DEFGRID3
* xyz 0 1
C 4.530 5.268 2.004
C 4.624 3.823 1.628
C 3.279 3.265 1.050
C 3.529 1.951 0.315
N 2.306 1.540 -0.357
C 2.421 0.290 -1.044
C 1.277 0.225 -2.058
O 1.317 1.383 -2.892
C 1.362 -1.054 -2.918
O 1.333 -2.219 -2.107
C 0.256 -2.467 -1.269
C 0.429 -3.017 0.002
C -0.636 -3.048 0.900
O -0.413 -3.433 2.198
C -1.934 -2.636 0.545
C -3.082 -2.606 1.428
O -3.009 -2.978 2.610
C -4.362 -2.133 0.849
C -5.505 -2.110 1.625
C -6.677 -1.609 1.073
C -6.737 -1.146 -0.267
C -5.571 -1.173 -1.065
C -4.390 -1.661 -0.495
O -3.305 -1.779 -1.309
C -2.116 -2.203 -0.788
C -1.025 -2.085 -1.632
H 3.767 5.379 2.754
H 4.219 5.851 1.136
H 5.483 5.600 2.377
H 5.354 3.706 0.830
H 4.925 3.190 2.456
H 2.877 4.016 0.378
H 2.572 3.158 1.882
H 4.334 2.162 -0.417
H 3.889 1.157 1.014
H 1.551 1.513 0.327
H 2.331 -0.517 -0.323
H 3.377 0.143 -1.572
H 0.309 0.179 -1.501
H 1.524 2.135 -2.341
H 0.629 -1.053 -3.709
H 2.326 -1.087 -3.420
H 1.402 -3.398 0.348
H -1.248 -3.313 2.713
H -5.487 -2.354 2.705
H -7.540 -1.568 1.706
H -7.669 -0.787 -0.693
H -5.586 -0.848 -2.089
H -1.243 -1.654 -2.588
*
```

HOMO-LUMO gap ... 8.3 eV
LUMO level ... -0.28 eV
Highest occupied orbital energy ... -0.3160 Eh

=====

## B
# C20H23NO5

A structure of composition C20H23NO5 (ωB97M-V/def2-TZVPD, the Open Molecules 2025 dataset).

ORCA input file:
```
! wB97M-V def2-TZVPD RIJCOSX def2/J DEFGRID3
* xyz 0 1
C 2.284 0.886 2.826
H 2.603 0.535 3.666
O 0.862 1.219 2.898
C 0.261 1.848 2.000
C -0.949 2.297 2.303
C -1.817 2.676 1.479
C -1.359 2.927 0.319
C -0.004 2.693 -0.295
C 0.854 2.097 0.672
H 1.781 1.952 0.496
H 0.309 2.695 -1.272
C -2.200 3.443 -1.075
H -2.575 4.711 -0.651
H -1.814 3.536 -1.926
C -3.468 2.684 -1.273
N -3.146 1.158 -1.097
C -3.097 0.606 -2.218
O -3.508 0.811 -3.327
C -2.516 -0.876 -2.268
H -3.234 -1.759 -1.991
H -1.712 -1.081 -3.051
O -1.637 -1.055 -0.858
C -1.508 -2.119 -0.301
O -1.955 -3.207 -0.497
C -0.524 -1.779 0.651
C 0.792 -1.773 0.496
C 1.783 -2.564 1.215
C 3.024 -2.813 0.632
C 3.600 -1.888 -0.054
C 2.638 -0.907 -0.697
C 1.341 -0.964 -0.524
H 0.777 -0.138 -0.952
H 3.031 -0.256 -1.518
O 4.932 -1.646 -0.518
C 5.848 -2.611 0.006
H 6.648 -2.550 -0.620
H 5.592 -3.593 -0.415
H 5.776 -2.663 1.232
H 3.730 -3.493 1.225
H 1.403 -3.609 1.858
H -0.946 -0.760 1.507
H -0.800 -2.771 1.843
H -2.592 0.853 -0.342
H -3.948 2.925 -2.022
H -4.159 2.693 -0.451
H -2.998 3.019 1.634
H -1.467 1.949 3.387
H 2.851 1.961 2.648
H 2.483 0.179 1.810
*
```

HOMO-LUMO gap ... 8.5 eV
LUMO level ... 0.29 eV
Highest occupied orbital energy ... -0.3015 Eh

=====

Short version: B is the least stable of them.